The following is a DFT calculation (the ωB97M-V functional and the def2-TZVPD basis) of C4H7NO in the gas phase at a distorted geometry.

Structure (XYZ):
```
13
Properties=species:S:1:pos:R:3
N -1.85557 1.95249 0.57824
C -1.56673 0.83805 0.46183
C -1.15068 -0.56052 0.30494
C 0.02525 -0.71102 -0.67381
C 1.15061 0.26623 -0.37078
O 1.51585 0.10635 0.98852
H -0.85160 -0.92810 1.29035
H -2.01292 -1.14710 -0.02784
H 0.39862 -1.73734 -0.58973
H -0.31063 -0.56496 -1.70670
H 2.00464 0.06559 -1.03445
H 0.80382 1.29001 -0.56843
H 1.81054 0.95710 1.33000
```

Spin multiplicity: 1
LUMO level (eV): 0.8
E_tot (eV): -7798.6279
Frontier orbital gap (Ha): 0.4260
Molar mass (g/mol): 85.11
Energy relative to the best compared isomer or geometry (same formula, charge and spin) (kcal/mol): 23.44
Structure (SMILES): N#CCCCO